ORCA calculation (wB97M-V/def2-TZVPD) on a structure of composition C54H53ClN3O11RbSiTe in a non-equilibrium geometry.

Structure (XYZ):
```
125
Properties=species:S:1:pos:R:3:forces:R:3
Te -2.925050 -5.442336 -1.541418 0.118 -0.423 0.265
Rb -0.076034 -0.396059 0.015500 -0.513 1.141 0.111
Cl 0.997720 -3.318016 0.791483 -0.067 1.448 0.191
Si 3.803085 0.102857 2.558289 -0.515 -0.062 -0.496
O -2.071824 1.001159 -1.547692 -0.148 0.070 0.068
O -0.227977 -2.674657 1.320821 0.670 -1.110 -0.215
O 2.499890 0.349407 1.673406 0.360 0.012 0.281
O 1.861668 2.708761 0.895878 -0.027 -0.205 0.098
O -3.324442 -0.940221 2.327705 0.008 0.005 -0.199
O 0.148161 2.126945 -3.085190 0.039 -0.068 0.224
O -4.061698 2.939372 -0.825205 0.081 -0.044 -0.073
O 0.651428 -4.328136 -0.163372 -0.055 -0.180 -0.064
O 2.187430 0.885546 -1.279639 0.020 -0.095 0.075
O 1.777107 -2.255314 0.130690 -0.186 -1.308 0.243
O 1.745717 -3.859479 1.882820 -0.057 -0.243 -0.090
N -2.089056 2.309522 1.026924 0.067 -0.095 -0.014
N -0.886368 -0.375252 3.314614 -0.195 -0.084 -0.062
N -1.772193 -2.359844 -1.749604 -0.018 -0.157 0.204
C 6.350242 1.918202 -0.194115 -0.094 0.007 -0.093
C -6.605053 5.816024 -3.901071 -0.075 0.094 -0.025
C 6.582018 0.911757 2.361898 -0.024 -0.022 0.143
C 0.559137 -0.185958 5.202967 0.028 0.018 -0.109
C -3.839797 -4.513417 -5.700313 -0.110 -0.035 -0.046
C 5.547214 -3.691944 2.530613 0.071 0.023 -0.081
C 5.261565 -2.356534 2.282063 0.174 -0.047 -0.092
C 0.165380 0.163651 3.917983 -0.011 0.058 0.059
C -0.524351 -0.691603 -4.708417 0.059 -0.027 -0.067
C -6.071992 -0.804095 -5.119514 -0.172 0.025 -0.177
C 5.339150 0.842622 1.729537 0.054 -0.002 0.095
C -0.548538 -1.461496 -3.555628 -0.068 -0.030 0.169
C 3.462274 -2.440135 3.832870 -0.086 -0.026 0.138
C -1.772265 -1.521563 -2.701613 0.196 -0.098 -0.049
C 4.215075 0.447584 5.438979 0.111 -0.156 0.038
C 2.964510 2.146491 4.332913 0.021 0.036 0.046
C -1.554284 -4.745672 -4.148871 0.062 0.074 -0.109
C 1.748013 -1.351000 -5.108577 0.156 -0.031 -0.020
C -2.733798 -1.891104 3.184155 -0.158 -0.106 0.162
C -1.231202 2.374412 1.801495 0.063 0.157 0.106
C -2.998610 0.643565 -2.333678 0.080 -0.184 -0.047
C 0.594642 -2.163343 -3.161596 -0.056 0.137 -0.172
C -6.028754 4.583756 -1.921770 0.040 -0.065 -0.080
C 3.737820 -3.771286 4.094230 0.046 -0.026 0.070
C -5.128258 0.931920 -3.551564 -0.054 -0.125 -0.143
C 4.220680 -1.698305 2.929819 0.027 0.088 -0.035
C -2.596794 -4.252244 -6.257181 0.020 0.041 -0.082
C 3.669216 0.941112 4.257880 -0.018 0.168 -0.130
C -1.588791 -1.296823 3.963970 0.082 -0.177 0.019
C 4.786999 -4.401635 3.443493 -0.035 -0.142 0.084
C -5.224359 3.738825 -2.680289 0.035 -0.092 0.070
C 5.247268 1.357952 0.439484 0.096 0.039 -0.026
C 0.621261 -0.646943 -5.492615 -0.131 0.073 0.021
C 7.687769 1.469283 1.741250 0.055 -0.003 0.038
C -5.025344 -0.282551 -4.182627 0.201 0.008 0.202
C -4.167732 1.412107 -2.639619 -0.056 0.005 -0.117
C -2.876321 -2.417063 -0.810969 -0.005 0.646 0.114
C 7.571202 1.975840 0.454607 0.151 0.067 -0.078
C -1.267418 -1.719168 5.247251 -0.091 -0.013 -0.111
C 2.794148 2.811344 5.536853 -0.058 0.096 0.017
C -3.938997 -4.896209 -4.371028 -0.003 -0.064 0.006
C -0.172378 -1.150689 5.873584 0.050 0.048 0.080
C -1.454593 -4.371564 -5.481176 0.057 0.077 -0.018
C -2.916375 -0.627132 -3.014737 -0.200 0.211 -0.020
C -5.105285 3.948524 -4.048195 0.040 0.088 -0.024
C -3.806086 -3.570066 -1.055995 -0.551 -0.269 -0.366
C -3.881854 -1.051773 -3.883454 -0.018 -0.195 -0.127
C -2.795442 -5.011191 -3.586739 0.004 0.094 -0.075
C -4.430212 2.669526 -1.966377 0.017 0.187 0.328
C 1.737863 -2.100530 -3.936750 -0.022 -0.063 0.059
C -6.727539 5.609196 -2.533485 -0.040 0.050 0.050
C -5.786228 4.993124 -4.657287 0.020 -0.045 0.010
C 4.054073 1.107038 6.650493 0.052 -0.079 0.065
C 3.335335 2.289662 6.703327 -0.023 0.079 0.127
H 8.432079 2.415652 -0.037822 -0.012 -0.005 0.004
H 2.350249 0.115570 -0.708618 0.349 0.222 -0.087
H -5.649740 -1.072848 -6.091240 0.042 -0.013 -0.012
H -3.756395 -2.026501 -4.358399 -0.027 0.088 0.041
H 0.637099 -0.028972 -6.381183 0.017 0.000 -0.023
H 3.110127 -4.324753 4.782090 -0.004 -0.019 0.001
H 0.971709 2.802716 1.261054 -0.014 0.128 -0.127
H 0.711209 0.892353 3.337958 0.105 0.047 0.007
H -6.568592 -1.697813 -4.733311 0.008 -0.036 0.052
H 8.638970 1.511651 2.259866 0.013 0.001 0.001
H 4.484583 0.685638 7.552264 -0.011 0.022 0.019
H 6.241758 2.311419 -1.198282 0.032 0.009 -0.002
H -7.360993 6.258107 -1.941817 -0.016 0.016 -0.001
H 2.527909 2.564936 3.435531 -0.018 0.031 -0.117
H 0.107627 -1.450119 6.876830 -0.006 -0.015 0.003
H -5.672528 5.164969 -5.719631 -0.002 0.002 -0.028
H 2.615106 -1.983649 4.329936 -0.058 0.083 0.026
H 1.425143 0.287389 5.641309 0.027 -0.007 0.075
H -2.748975 2.266786 0.247110 -0.158 0.063 -0.254
H -2.352103 -2.753212 2.620088 0.014 0.050 0.008
H 3.194632 2.802217 7.648731 0.001 -0.002 -0.011
H 2.124470 1.619502 -0.634030 -0.075 0.057 -0.057
H 5.867263 -1.820740 1.560112 0.002 0.034 -0.018
H -3.513435 -2.246722 3.867115 0.091 0.013 -0.038
H 2.627166 -2.622712 -3.608067 0.032 0.000 -0.024
H -4.908997 -5.096627 -3.933122 -0.031 -0.004 -0.002
H -0.482869 -4.123728 -5.890175 0.007 -0.004 -0.025
H -1.874621 -2.473502 5.731721 0.013 -0.017 0.034
H 4.993721 -5.449714 3.630331 0.002 0.009 0.001
H -4.467488 -3.759175 -0.211755 0.079 0.120 0.115
H -6.007183 1.538405 -3.740339 -0.023 0.002 0.011
H -1.396744 -0.111722 -4.975974 -0.002 0.018 -0.047
H -0.665419 -4.772512 -3.536409 0.055 -0.035 0.099
H -3.509889 -1.517054 -0.849998 0.186 0.017 0.105
H -4.456607 3.303887 -4.624665 0.015 -0.016 -0.035
H 2.227671 3.734830 5.566597 -0.001 0.007 0.002
H 0.904195 1.724747 -2.628924 0.036 -0.004 -0.146
H -0.593367 1.865268 -2.512786 -0.118 0.032 -0.115
H -4.737963 -4.409678 -6.298208 0.005 0.004 -0.005
H 2.653452 -1.293185 -5.701680 -0.012 0.000 -0.013
H 0.573105 -2.733464 -2.244070 0.027 -0.077 0.070
H -2.522197 -3.931425 -7.288613 0.010 -0.005 -0.021
H -2.598681 -0.361513 2.043086 -0.063 0.077 0.093
H -6.843531 -0.052731 -5.298474 -0.009 0.010 0.020
H 6.356749 -4.176925 1.996888 0.005 -0.020 0.012
H 4.302534 1.325803 -0.080261 -0.110 -0.019 -0.055
H -4.449670 -3.363421 -1.916565 0.043 0.017 0.043
H 6.688640 0.525687 3.370628 -0.008 -0.031 0.045
H 2.150473 1.804499 1.266720 0.043 0.112 0.035
H 4.763531 -0.487820 5.421313 0.009 -0.033 -0.013
H -7.144369 6.628059 -4.373390 -0.001 0.007 -0.015
H -2.443295 -2.475995 0.188868 0.028 -0.118 -0.008
H -6.081799 4.420809 -0.854339 -0.008 0.006 0.034
```
Forces are in eV/Å.

**Net charge**: -2
**Spin multiplicity**: 1
**Highest occupied orbital energy**: -3.315 eV
**Strongest force on any atom**: 1.46 eV/Å
**Frontier orbital gap**: 0.24935 hartree

These are the Mulliken partial charges, in e, on atoms 1 to 4: Te 0.27; Rb 0.34; Cl 1.55; Si -0.92